Entry 1:
79
Properties=species:S:1:pos:R:3 method="wB97M-V/def2-TZVPD" de_lowest_kj_mol=2007.0 orbital_gap_ev=7.724 lumo_energy_ev=-0.06 largest_force_ev_per_a=13.253 e_homo_ev=-7.787 total_energy_ha=-1985.16024
C 25.1375 -21.9832 -23.1353
C 26.3867 -21.2303 -23.7502
C 27.1464 -20.3188 -22.8430
O 28.4865 -20.5830 -23.2354
C 28.5742 -21.7568 -23.8314
O 29.5668 -22.3721 -24.1586
O 27.3506 -22.2160 -24.0265
H 25.3068 -22.5162 -22.1996
H 24.7379 -22.7605 -23.7866
H 24.4397 -21.1589 -22.9881
H 26.1320 -20.7100 -24.6735
H 26.9167 -20.4510 -21.7857
H 26.8752 -19.2984 -23.1139
C 27.3729 -21.5971 -20.5607
C 26.9374 -22.7771 -19.5793
C 26.4113 -24.0017 -20.2924
O 27.4877 -24.9494 -20.1414
C 28.3781 -24.5249 -19.2069
O 29.2784 -25.2366 -18.7740
O 28.1219 -23.2246 -18.8824
H 26.5324 -21.3043 -21.1899
H 28.1435 -21.9891 -21.2246
H 27.7685 -20.7311 -20.0300
H 26.2232 -22.5283 -18.7944
H 26.2213 -23.8739 -21.3581
H 25.4667 -24.3686 -19.8911
C 21.9722 -20.4589 -23.1037
C 22.5411 -20.9960 -21.7498
C 23.0841 -22.4655 -21.7556
O 24.3792 -22.2075 -21.1224
C 24.6613 -20.9334 -20.9457
O 25.7503 -20.5825 -20.4940
O 23.6472 -20.1945 -21.3995
H 21.0408 -20.9291 -23.4190
H 22.6728 -20.6267 -23.9217
H 21.8286 -19.3785 -23.0924
H 21.6640 -20.8731 -21.1144
H 23.2366 -22.7658 -22.7923
H 22.5150 -23.2521 -21.2601
N 23.7678 -23.6384 -24.1659
C 22.4468 -23.9136 -23.8501
C 21.6201 -23.0815 -24.5170
C 22.4618 -22.1492 -25.1510
C 23.7561 -22.5722 -24.9780
H 24.5772 -24.1349 -23.8217
H 22.2345 -24.7779 -23.2383
H 20.5412 -23.1263 -24.5394
H 22.1752 -21.3055 -25.7612
H 24.7043 -22.1372 -25.2577
N 25.2341 -18.1939 -22.9515
C 24.2608 -18.9568 -23.5176
C 24.6943 -19.3763 -24.7617
C 26.0182 -18.9224 -24.8889
C 26.3596 -18.1524 -23.7890
H 25.1095 -17.6922 -22.0838
H 23.2879 -19.0964 -23.0701
H 24.1311 -20.0244 -25.4168
H 26.7063 -19.1334 -25.6941
H 27.3136 -17.7109 -23.5414
N 17.7708 -20.3535 -23.0862
C 17.1587 -21.1543 -24.0117
C 18.1052 -21.9904 -24.6398
C 19.3320 -21.5748 -24.1308
C 19.1166 -20.5535 -23.1736
H 17.3162 -19.6747 -22.4922
H 16.0869 -21.1838 -24.1409
H 17.9172 -22.7546 -25.3795
H 20.3386 -21.9450 -24.2574
H 19.7469 -19.9906 -22.5010
N 19.4280 -21.6698 -19.7206
C 19.1136 -20.8929 -20.7697
C 20.0038 -19.8420 -20.8330
C 20.8486 -19.9267 -19.7482
C 20.5174 -21.0858 -19.1131
H 18.9579 -22.5133 -19.4248
H 18.3164 -21.2606 -21.3987
H 20.0098 -19.0845 -21.6027
H 21.6284 -19.2223 -19.4991
H 21.0395 -21.5056 -18.2660

***

Entry 2:
23
Properties=species:S:1:pos:R:3 method="wB97M-V/def2-TZVPD" de_lowest_kj_mol=458.9 orbital_gap_ev=9.813 lumo_energy_ev=0.60 largest_force_ev_per_a=4.393 e_homo_ev=-9.217 total_energy_ha=-516.76431
C 0.8479 -0.8457 2.6524
C 0.4523 -1.3248 1.2664
O -0.4115 -2.4647 1.3377
C -0.1739 -0.2123 0.4267
C -0.2999 -0.5645 -1.0525
O -1.2514 -1.5963 -1.2611
C -0.7536 0.6206 -1.9049
C 0.2543 1.6870 -2.0911
N 1.4227 1.9718 -2.3171
H 1.2571 -1.6742 3.2458
H 1.6127 -0.0608 2.5777
H -0.0220 -0.4263 3.1809
H 1.3476 -1.6930 0.7421
H -1.1689 -2.2506 1.8933
H -1.1711 0.0374 0.8271
H 0.4525 0.6862 0.5221
H 0.6857 -0.8987 -1.4216
H -1.1534 -2.2180 -0.5222
H -1.0267 0.2518 -2.9056
H -1.6594 1.0711 -1.4687
O -0.0308 3.4408 -1.3809
H -0.5026 3.1871 -0.5748
H 1.2923 3.2763 -1.7719

***

Entry 3:
49
Properties=species:S:1:pos:R:3 method="wB97M-V/def2-TZVPD" de_lowest_kj_mol=115.5 orbital_gap_ev=6.344 lumo_energy_ev=-4.19 largest_force_ev_per_a=2.574 charge=+1 e_homo_ev=-10.530 total_energy_ha=-986.81045
H 0.0577 0.8082 0.7982
B -0.4720 1.7070 1.8350
N 0.5422 2.5869 2.6650
C 0.2788 3.8949 2.9444
C 1.2884 4.7666 3.3177
C 2.5890 4.2718 3.4513
C 2.8179 2.8657 3.3985
C 1.7392 2.0404 3.0555
H -1.3126 2.5336 1.4590
H -0.9723 0.7821 2.5176
H -0.7463 4.2193 2.7727
H 1.0574 5.8249 3.4670
H 3.4204 5.0156 3.4966
H 3.7844 2.3655 3.5748
H 1.8233 0.9179 3.0005
C 2.5127 1.6345 -0.4638
C 1.9308 0.5067 -1.2236
N 2.2741 0.3632 -2.5393
C 1.6096 -0.7262 -3.1077
C 0.7436 -1.2721 -2.1106
C 0.0235 -2.4244 -2.4623
C 0.1849 -2.9610 -3.7414
C 1.0893 -2.4111 -4.6834
C 1.8267 -1.2605 -4.3755
C 0.9209 -0.4617 -0.8906
C 0.2527 -0.5262 0.3932
C -1.1425 -1.0156 0.4490
C -1.9714 -0.7604 -0.6510
C -3.1834 -1.4272 -0.7918
C -3.5496 -2.4335 0.1226
C -4.7198 -3.3726 -0.1756
C -2.8087 -2.5653 1.3127
C -1.6425 -1.8273 1.4858
H 1.6828 2.0930 0.1576
H 3.3412 1.3301 0.2419
H 2.9234 2.4103 -1.1818
H 2.9131 1.0167 -3.0339
H -0.6073 -2.9063 -1.7166
H -0.3730 -3.8396 -4.0104
H 1.2059 -2.8571 -5.6622
H 2.5437 -0.7704 -5.0558
H 0.9049 -0.8593 1.2950
H -1.6122 -0.1084 -1.4476
H -3.8532 -1.1852 -1.6412
H -4.9309 -4.0067 0.7091
H -5.6064 -2.7482 -0.3811
H -4.5450 -4.0266 -1.0656
H -3.1714 -3.2470 2.0903
H -1.0622 -1.9550 2.4020

***

Entry 4:
80
Properties=species:S:1:pos:R:3 method="wB97M-V/def2-TZVPD" de_lowest_kj_mol=0.0 orbital_gap_ev="7.392 / 7.728" lumo_energy_ev="-0.66 / -0.52" largest_force_ev_per_a=0.817 e_homo_ev="-8.052 / -8.253" total_energy_ha=-2786.19676
Ca 0.0030 0.1483 -1.1290
C 2.4728 -2.4671 3.3171
C 1.2060 -1.8969 2.6830
C 0.3949 -1.1252 3.7377
C -1.1341 -0.9866 3.5862
C -1.8316 -2.2202 4.1561
C -1.5691 0.2709 4.3302
N -1.4678 -0.8562 2.1382
C -2.7862 -0.2906 1.7940
C -3.3015 -0.8745 0.4913
N -2.5689 -0.5068 -0.7420
C -3.1270 0.8198 -1.1557
C -2.3593 1.6461 -2.2166
O -3.0076 2.1844 -3.0926
O -1.0875 1.7024 -2.0231
C -2.8486 -1.5478 -1.7900
C -2.3867 -1.1282 -3.1795
C -2.3530 -2.9637 -1.4362
C -0.8664 -3.3986 -1.4047
C -0.8578 -4.7803 -0.7402
C -0.2474 -3.5133 -2.8012
N -0.0791 -2.4183 -0.5970
C 1.2745 -2.8660 -0.2272
C 2.1074 -1.7415 0.3633
N 1.4905 -1.0595 1.4982
C 2.1092 0.2277 1.7749
C 1.1608 1.4253 1.6329
O 1.4634 2.5439 1.9031
O -0.0585 1.0995 1.1102
H 2.2276 -3.1950 4.0921
H 3.0673 -1.6801 3.7874
H 3.1020 -2.9687 2.5817
H 0.6026 -2.7432 2.3289
H 0.8322 -0.1296 3.8427
H 0.5670 -1.5946 4.7099
H -1.6714 -2.2925 5.2329
H -1.4432 -3.1358 3.6987
H -2.9091 -2.1895 3.9824
H -1.1743 0.2405 5.3470
H -2.6536 0.3560 4.4005
H -1.1814 1.1712 3.8482
H -0.4235 0.2187 1.5235
H -1.4399 -1.8000 1.7670
H -2.6942 0.7956 1.7503
H -3.5296 -0.5216 2.5629
H -4.3598 -0.6068 0.3723
H -3.2864 -1.9565 0.6137
H -3.1448 1.4474 -0.2630
H -4.1565 0.7152 -1.5192
H -3.9465 -1.6373 -1.8340
H -1.3183 -0.9116 -3.2462
H -2.9311 -0.2665 -3.5573
H -2.5580 -1.9600 -3.8648
H -2.8256 -3.6151 -2.1771
H -2.7932 -3.2879 -0.4908
H -1.5513 -5.4521 -1.2493
H -1.1717 -4.7095 0.3065
H 0.1277 -5.2441 -0.7764
H -0.9751 -3.9230 -3.5033
H 0.6031 -4.1975 -2.7929
H 0.1012 -2.5570 -3.1833
H -0.5940 -2.2689 0.2645
H 1.7817 -3.1982 -1.1338
H 1.2510 -3.7254 0.4517
H 2.2875 -0.9838 -0.4074
H 3.1111 -2.1382 0.5766
H 2.9302 0.4213 1.0808
H 2.5502 0.3007 2.7705
F 4.1098 3.0886 -3.5977
C 3.2763 2.0896 -3.2143
C 2.1227 2.2986 -2.4021
F 1.8726 1.6516 -1.1534
C 1.7370 1.7658 -3.6646
F 0.9640 2.3862 -4.5653
C 1.8312 0.2358 -3.6754
O 1.1495 -0.4879 -2.9274
C 3.1716 -0.0699 -4.2477
F 3.3318 0.5525 -5.4627
C 3.7265 0.6954 -3.2061
F 4.1063 0.1233 -2.0629